DFT (ωB97M-V/def2-TZVPD) results for a 11-piece molecular cluster, C62H157N11O20 overall at a distorted geometry.

**Maximum force**: 3.8 eV Å⁻¹
**Orbital gap**: 8.4 eV
**ΔE to the lowest compared entry with this formula, charge and spin**: 270.1 kcal/mol
**Spin multiplicity**: 1
**HOMO level**: -8.294 eV
**E_tot**: -4562.66201 hartree
**E_LUMO**: 0.13 eV
**SMILES**: COC[C@H](C)N.COC[C@H](C)N.COCCNCCOC.COCCNCCOC.COCCNCCOC.COCCNCCOC.COCCNCCOC.COCCNCCOC.COCCNCCOC.COCCNCCOC.COCCNCCOC

The geometry in XYZ format:
```
250
C62H157N11O20 (ωB97M-V/def2-TZVPD)
C 29.94318 4.17207 8.21071
N 18.00239 12.07182 -3.54691
H 36.53722 -0.60444 1.76504
C 24.30552 -6.33039 -2.00751
C 28.74988 11.51451 -12.21317
H 30.72225 0.45734 -7.74070
H 23.74339 -0.46399 0.99943
H 38.00896 0.83378 -4.73780
H 24.40403 -8.28171 -2.94802
C 26.37162 3.88562 -2.90711
H 20.27509 4.47574 -13.39213
C 34.13010 0.72704 -6.15899
H 27.62566 6.56109 -9.39702
H 36.98762 4.00118 -2.96769
C 36.35550 1.56374 0.86901
H 22.41030 3.43188 -9.94283
H 31.35035 12.20504 -13.45633
C 30.37701 12.69384 -13.49883
H 17.37915 11.93918 -2.76328
C 29.53328 5.11338 4.64343
O 26.27451 7.82617 4.26789
H 35.18358 -0.28445 0.58892
C 31.08706 8.49068 -1.84984
H 35.09746 1.75323 2.58232
H 27.72235 13.65927 -3.55204
H 31.58585 9.42311 0.69573
N 37.63978 1.91875 1.59506
C 25.57881 4.40788 -8.72353
H 27.75218 -0.04716 2.12073
O 37.71659 2.88720 -4.56824
H 26.56973 -4.66225 -1.86782
H 23.30807 -8.12083 -1.53893
H 27.99541 10.11219 -10.87829
H 28.19736 5.68687 -7.91287
H 31.03512 -1.16644 -0.80246
H 24.56063 -5.55496 -3.86757
H 24.19694 -1.12149 -0.56936
C 20.04550 2.20379 -3.32424
O 26.82487 4.72317 -9.22827
H 24.97104 -6.31930 -1.14434
C 36.89366 3.87329 -4.04608
H 16.47221 12.62679 -4.75750
N 35.11281 1.77588 -6.22009
H 36.88498 -0.21182 0.02922
H 34.39491 0.14416 -5.27682
C 17.37658 13.07832 -4.34963
C 25.59300 12.52992 -8.23449
H 17.57851 13.85506 -6.39769
H 24.45901 2.57085 -8.77192
H 27.83707 8.77410 5.15742
C 32.65733 1.31328 -6.07155
H 26.54584 -0.69647 -0.46436
H 25.38365 6.42104 -2.08700
N 20.65493 3.61880 -5.22219
C 22.69724 -2.37532 1.89009
H 26.77804 2.87653 -2.83868
H 28.07569 11.90224 0.25818
H 21.92270 3.11533 -3.65432
H 27.61602 9.03313 3.34858
H 18.87338 13.39513 -2.32442
N 28.59736 6.19960 4.87849
H 25.98702 2.38212 -9.40153
H 21.58211 1.75147 -4.64951
C 23.67022 -7.64697 -2.45128
H 29.94253 0.96608 -6.09214
H 29.79898 10.89871 -0.71612
H 25.66251 8.12929 -3.52476
H 34.96042 2.25706 -7.09493
H 25.21741 12.11858 -7.29757
H 26.42043 3.30726 -0.18999
O 22.58805 -7.34042 -3.33595
H 18.08406 2.36676 -1.58833
H 21.50784 5.75828 -13.49723
H 22.50122 10.43003 -2.89087
H 24.86321 5.21733 -8.86776
C 29.53312 4.16979 5.85657
H 20.69624 15.59495 -6.34708
C 36.54014 1.35283 -6.13568
C 35.20269 2.28105 1.63446
C 30.61311 0.32493 -6.66429
H 26.17236 -4.35113 -4.76842
H 21.02788 -8.62627 -2.56928
C 20.73785 5.31192 -12.86795
H 25.39646 9.71171 4.37308
O 26.17594 -2.41920 -3.75075
C 25.49143 14.94938 -8.86680
H 26.88222 8.80198 -2.35388
O 33.92909 2.18223 1.04255
C 24.14925 -1.34203 0.49704
H 25.70778 14.71402 -9.90886
H 21.11630 6.91228 -8.12521
C 27.50207 13.72142 -2.48634
H 20.18711 1.24618 -2.82320
H 29.63546 3.13729 8.06024
H 26.29890 10.53204 -8.99099
H 21.87722 11.49363 -4.00292
O 28.94352 -1.66739 -0.62788
H 27.47800 11.26088 -8.12988
H 27.90112 11.89860 -12.77900
H 33.15873 9.92237 0.25502
H 20.68677 5.19197 -3.82010
C 28.37573 12.78646 -0.30415
C 27.35072 5.92218 -8.55780
H 20.90193 -8.17321 -4.18224
C 26.70575 8.15035 -3.20964
O 23.27457 -2.42185 0.66790
C 31.78836 11.34761 -0.34354
H 27.76282 13.65754 -0.07250
H 25.08960 -3.88152 -2.20233
C 26.76832 4.70505 -1.70347
H 23.28617 4.90854 -10.05901
H 29.25355 4.67850 8.88602
H 24.34292 8.19765 4.20465
H 36.35745 1.89719 -0.16872
H 30.57095 5.39764 4.46869
N 27.15639 11.90731 -10.19424
O 20.57504 10.43569 -2.46244
H 28.23308 0.43548 0.51774
H 19.26591 15.58577 -7.11390
H 25.94440 15.87898 -8.52219
O 27.15507 6.86407 -2.94499
H 22.65978 7.21993 -7.30274
H 27.82785 4.45185 -1.66576
H 25.16621 4.16510 -0.45008
H 24.94602 -2.27278 -5.61383
H 30.19019 -1.09198 -2.23063
H 23.16168 4.38120 -12.65253
H 31.22966 8.03138 -2.82801
O 25.92016 13.87338 -7.99895
H 20.26640 14.12599 -7.15725
H 36.63268 0.28918 -6.35520
H 19.16385 2.18800 -3.96498
H 32.29958 12.02126 0.34419
O 19.26434 14.39302 -5.36053
H 27.89044 6.70776 2.97861
H 18.78692 12.62765 -6.12029
C 21.11909 2.63708 -4.21429
H 34.23221 4.00828 0.11140
C 25.82201 -4.55121 -2.65310
C 29.91791 12.92117 -0.01934
H 23.32222 -2.48345 2.77655
C 20.07193 5.79236 -5.88371
H 30.46569 13.56526 -0.70722
O 29.64655 12.69179 -12.26766
H 30.25229 9.18832 -1.78226
H 24.96940 8.64612 5.74623
C 19.93702 11.58679 -1.96862
H 20.62629 12.16710 -1.35522
H 28.20933 -2.51690 1.17771
H 36.70510 1.32983 -3.73949
C 25.16563 3.09857 -9.41247
H 24.87219 -0.94586 -4.36949
C 28.45009 7.13212 3.81218
C 23.14807 3.94864 -10.55664
H 27.22222 8.53316 -4.08988
H 27.53207 -3.87666 -3.86452
H 30.12365 -0.63067 -6.85234
C 33.84186 3.01213 -0.09695
H 26.04975 -2.37344 0.79716
H 27.04403 12.84949 -10.54032
H 30.60633 7.74737 -1.21383
O 19.86258 3.16722 -2.29128
C 27.75737 -0.36861 1.07922
H 26.62162 6.64994 -0.91022
H 29.12310 10.62353 -12.71810
N 24.41287 3.23541 -10.62872
H 26.44920 13.58117 -2.24162
O 28.31457 12.69550 -1.73939
H 22.24500 -9.26154 -3.84194
C 21.60303 6.99818 -7.15370
H 24.67691 12.53093 -8.82516
H 28.49655 3.88466 6.03637
C 26.43510 6.21140 -1.89052
H 34.11039 0.02495 -6.99252
C 18.24310 13.44081 -5.63953
H 17.84975 3.62478 -2.78019
H 25.30373 3.81699 -3.11442
H 23.45595 -5.70889 -1.72452
H 17.13326 13.96603 -3.76579
H 37.83687 2.88617 1.38206
H 29.69828 0.09274 -1.09523
H 29.57073 -1.55979 1.28519
C 27.58567 8.34036 4.18955
H 24.41188 14.99135 -8.72211
H 37.25764 4.78502 -4.51975
O 32.24972 9.08801 -1.34292
C 28.61642 -1.59619 0.75978
H 35.86162 3.68444 -4.34157
C 37.18864 1.55001 -4.69123
H 26.92541 3.96218 -3.84282
C 20.12359 4.82714 -4.67906
C 21.65544 -8.43742 -3.44026
H 29.83963 12.55107 -14.43634
H 22.06349 -3.26033 1.83338
H 27.68146 5.82635 5.08322
H 30.02635 13.25476 1.01268
H 18.30212 3.98394 -1.07554
H 32.61910 1.87571 -7.00445
C 26.70649 11.53311 -8.85013
H 19.96874 12.91806 -3.70037
C 18.46561 3.32857 -1.93104
H 24.97030 3.84625 -11.20859
C 25.56712 -1.45264 1.12472
H 19.95916 6.07414 -12.84070
C 19.24402 12.58788 -2.95614
C 32.15756 9.79208 -0.15581
C 26.44354 -3.82075 -3.85558
O 30.02271 4.88437 7.01040
H 19.50860 5.35482 -6.70792
H 26.74650 6.50862 -7.86562
H 37.57191 1.90034 2.60261
H 30.68231 13.72855 -13.65453
H 19.54032 6.68591 -5.55649
C 21.57033 10.62236 -3.42430
H 32.29555 11.76631 -1.21277
C 25.19358 8.68576 4.68027
C 24.99633 -2.01248 -4.55657
H 24.05539 -2.38883 -4.15519
O 21.41566 5.96755 -6.19938
O 21.40104 5.07104 -11.66638
H 21.19032 7.94864 -6.81548
H 19.25948 11.36324 -1.14458
H 29.15920 11.18176 -10.03009
H 19.10575 4.56810 -4.38749
H 27.75299 14.69411 -2.06323
H 29.40387 7.58630 3.54366
N 26.37420 -0.43089 0.49486
H 25.69727 4.20872 -7.65844
H 21.76946 9.80051 -4.11205
H 37.11951 1.76592 -6.96138
H 21.41051 4.05667 -5.72961
H 32.80293 3.26999 -0.30251
H 21.97359 -1.56334 1.96170
O 31.84081 0.16786 -6.08506
C 36.21255 -0.06608 0.87462
H 35.35756 3.30972 1.95999
C 30.03089 -0.94308 -1.16266
N 30.35877 11.49589 -0.12442
H 30.07853 3.27157 5.56703
N 26.17017 4.26305 -0.39960
H 30.82651 4.10082 8.84533
H 21.96739 3.19704 -12.08850
H 29.28352 4.63386 3.69696
H 34.32725 2.68775 -1.01743
H 32.44081 1.97750 -5.23487
C 22.45519 4.14394 -11.85711
C 28.32907 11.13996 -10.73523
H 25.56409 -1.42556 2.21438
N 25.10544 -5.72004 -3.03329
C 19.86701 14.90641 -6.50954
```

Atomic partial charges in e from the Löwdin method, atoms 1 to 4: number 1, C, carries -0.135; number 2, N, carries -0.084; number 3, H, carries 0.067; number 4, C, carries -0.216